Computed, not measured: a structure of composition C20H15BrClCoN5O5S, with ωB97M-V with the def2-TZVPD basis set.

Cartesian coordinates (Å):
Co -1.041 -0.346 -0.295
C -1.159 -4.515 0.370
C -0.095 -4.658 1.274
C 0.609 -3.555 1.674
C 0.261 -2.288 1.168
N -0.759 -2.169 0.271
C -1.453 -3.257 -0.096
C 0.865 -1.047 1.539
C 2.051 -0.916 2.261
C 2.550 0.330 2.547
C 1.803 1.464 2.152
C 0.630 1.308 1.458
N 0.179 0.078 1.090
C -0.225 2.498 1.216
C -0.153 3.606 2.057
C -0.973 4.702 1.900
C -1.953 4.670 0.917
C -2.033 3.567 0.115
N -1.159 2.535 0.224
H -1.744 -5.361 0.043
H 0.158 -5.634 1.667
H 1.409 -3.644 2.395
H -2.257 -3.087 -0.801
H 2.586 -1.803 2.569
H 3.484 0.450 3.077
H 2.174 2.448 2.393
H 0.542 3.578 2.880
H -0.875 5.551 2.561
H -2.664 5.471 0.784
H -2.798 3.432 -0.633
O -0.695 3.316 -2.484
S -1.435 2.036 -2.304
N -1.244 1.530 -0.716
Br 4.789 -1.090 -3.957
C 3.137 -0.845 -3.086
C 2.287 -1.919 -2.900
C 1.087 -1.684 -2.247
N 0.715 -0.486 -1.797
C 1.552 0.533 -1.990
C 2.773 0.409 -2.630
H 2.542 -2.909 -3.247
H 0.390 -2.496 -2.079
H 1.238 1.499 -1.616
H 3.414 1.267 -2.766
O -4.262 0.747 -1.445
Cl -3.751 -0.507 -0.987
O -4.681 -1.565 -1.197
O -3.336 -0.421 0.407
O -2.483 -0.824 -1.733

HOMO (alpha / beta) in eV: -5.46 / -8.74
Energy relative to the best compared isomer or geometry (same formula, charge and spin) in kcal per mole: 0.0
2S+1: 4

Computed, not measured: an isolated molecule of C20H15F10N3O3 in a non-equilibrium geometry, with ωB97M-V with the def2-TZVPD basis set.

Cartesian coordinates (Å):
O -0.617 0.129 -0.167
C -0.441 1.333 0.037
N 0.761 1.895 0.451
C 1.844 1.069 1.004
C 2.297 0.020 -0.009
C 2.898 0.602 -1.280
C 3.851 -0.462 -1.812
C 4.109 -1.456 -0.680
N 3.391 -0.881 0.522
C 3.019 -1.809 1.633
O 2.888 -1.194 2.753
C 1.768 -2.614 1.295
F 0.634 -1.914 1.487
C 1.702 -3.939 1.116
F 0.506 -4.563 1.004
C 2.894 -4.799 1.117
O 2.825 -6.008 0.870
C 4.141 -4.117 1.523
F 5.219 -4.906 1.732
C 4.191 -2.793 1.646
F 5.334 -2.128 1.962
N -1.404 2.326 -0.187
C -2.763 2.108 -0.385
C -3.531 3.087 -1.044
C -4.892 2.895 -1.243
C -5.700 3.898 -2.035
F -6.890 4.189 -1.418
F -5.035 5.076 -2.216
F -6.008 3.409 -3.283
C -5.543 1.769 -0.742
C -4.789 0.822 -0.053
C -5.510 -0.365 0.543
F -4.705 -1.125 1.342
F -6.580 0.032 1.305
F -6.008 -1.190 -0.436
C -3.410 0.950 0.089
H 0.690 2.830 0.839
H 2.694 1.743 1.210
H 1.572 0.561 1.948
H 1.464 -0.655 -0.229
H 2.091 0.865 -1.974
H 3.421 1.532 -1.005
H 3.427 -0.989 -2.676
H 4.801 -0.025 -2.138
H 3.715 -2.451 -0.890
H 5.176 -1.531 -0.421
H 4.057 -0.267 0.997
H -1.039 3.257 -0.365
H -3.053 3.988 -1.420
H -6.617 1.637 -0.879
H -2.840 0.160 0.565

HOMO in eV: -9.12
Energy relative to the best compared isomer or geometry (same formula, charge and spin) in kcal per mole: 0.0

Computed, not measured: a cluster of 2 separate species, C20H15F3O2S in total in a non-equilibrium geometry, with ωB97M-V with the def2-TZVPD basis set.

Cartesian coordinates (Å):
C -5.326 -1.287 3.352
C -4.799 -0.007 3.151
C -3.417 0.180 3.055
C -2.595 -0.930 3.119
S -0.797 -0.644 2.865
O -0.255 -1.140 4.125
O -0.423 -1.305 1.623
C -3.067 -2.199 3.400
C -4.454 -2.379 3.491
H -6.398 -1.430 3.397
H -5.447 0.859 3.052
H -2.954 1.156 2.925
H -2.385 -3.044 3.535
H -4.850 -3.378 3.660
F 6.948 1.169 -1.002
C 6.097 1.950 -0.270
F 6.466 1.823 1.040
F 6.346 3.253 -0.627
C 4.658 1.585 -0.483
C 3.763 1.650 0.588
C 2.458 1.248 0.401
C 1.977 0.817 -0.882
C 0.630 0.369 -0.938
C -0.143 -0.065 -2.049
C -1.563 -0.172 -1.856
C -2.407 -0.558 -2.884
C -1.882 -0.847 -4.158
C -0.498 -0.755 -4.378
C 0.367 -0.431 -3.338
C 2.894 0.906 -1.977
C 4.228 1.214 -1.762
H 4.105 1.995 1.567
H 1.762 1.268 1.247
H 0.101 0.378 0.015
H -1.963 0.070 -0.872
H -3.482 -0.649 -2.709
H -2.536 -1.164 -4.970
H -0.081 -0.968 -5.363
H 1.437 -0.483 -3.502
H 2.555 0.765 -2.999
H 4.928 1.178 -2.592

HOMO in eV: -6.33

Computed, not measured: an isolated molecule of C20H15F6NO2 in a non-equilibrium geometry, with ωB97M-V with the def2-TZVPD basis set.

Cartesian coordinates (Å):
C 4.072 2.260 1.589
C 3.421 2.631 0.303
O 2.217 1.763 0.164
C 1.579 2.007 -0.973
O 1.983 2.819 -1.790
C 0.203 1.270 -1.099
C -0.370 1.980 -2.203
N -0.945 2.493 -3.075
C -0.380 -0.291 -1.163
C 0.395 -1.204 -0.254
C 1.536 -1.874 -0.732
C 2.465 -2.438 0.139
C 2.277 -2.325 1.516
C 3.353 -2.821 2.443
F 3.286 -2.262 3.688
F 4.597 -2.572 1.963
F 3.231 -4.202 2.597
C 1.169 -1.678 2.008
C 0.248 -1.098 1.137
C -1.913 -0.523 -1.121
C -2.634 -0.999 -0.001
C -3.980 -0.669 0.180
C -4.689 0.002 -0.806
C -6.089 0.495 -0.523
F -6.516 1.428 -1.438
F -6.976 -0.572 -0.559
F -6.184 1.072 0.708
C -4.063 0.279 -2.009
C -2.720 -0.040 -2.170
H 4.990 2.845 1.649
H 3.434 2.526 2.429
H 4.291 1.197 1.596
H 3.135 3.692 0.328
H 4.087 2.455 -0.553
H -0.319 1.471 -0.154
H -0.012 -0.248 -2.189
H 1.655 -1.964 -1.817
H 3.309 -2.960 -0.266
H 0.965 -1.598 3.069
H -0.604 -0.553 1.557
H -2.161 -1.648 0.741
H -4.465 -0.970 1.098
H -4.590 0.722 -2.842
H -2.288 0.100 -3.164

HOMO in eV: -9.88

Electronic energy for the records above, in order: -6235.99504; -2159.76235; -1619.27314; -1575.53663 a.u.
Molecular weight for the records above, in order: 611.727; 535.338; 376.399; 415.333 Da